Record 1
Below is a molecular structure, C21H21BrN2O3SSn, with properties calculated with the ωB97M-V functional and the def2-TZVPD basis.

Geometry as XYZ:
```
50
Properties=species:S:1:pos:R:3:forces:R:3:mulliken_charge:R:1
Sn -0.21013 -0.34006 -0.68379 0.0754 -0.0246 0.0860 0.47
C -2.78417 -0.40984 1.89808 0.0130 -0.0130 -0.0131 -0.65
O -1.92505 0.46228 1.17465 0.0299 -0.0245 0.0170 -0.05
C -2.32926 1.73409 0.91635 -0.0186 0.0660 -0.0134 0.68
C -3.55798 2.25818 1.28543 -0.0040 -0.0427 0.0196 -0.73
C -3.85469 3.58188 0.98525 0.0128 0.0340 -0.0099 -0.62
C -2.93703 4.37774 0.31877 -0.0124 -0.0152 0.0085 -0.80
C -1.70948 3.84922 -0.05300 -0.0026 -0.0021 0.0008 -0.17
C -1.39564 2.53297 0.24597 -0.0778 0.0251 -0.0154 0.22
N -0.15836 1.93473 -0.13025 -0.0040 -0.1435 -0.0097 0.04
N 0.80320 2.74869 -0.13956 0.0065 0.0321 0.0510 -0.13
C 2.05916 2.41764 -0.53648 0.0728 0.0565 -0.0177 -0.19
C 2.41287 1.26409 -1.27146 -0.1657 -0.1495 0.0161 1.23
O 1.58004 0.33862 -1.61484 0.0622 0.1341 -0.0382 -0.84
C 3.76436 1.13572 -1.72959 0.0880 0.0300 0.0028 -0.59
C 4.69130 2.08120 -1.46299 -0.0244 -0.0515 -0.0246 -0.89
C 4.37295 3.26160 -0.72278 -0.0224 0.0519 0.0388 0.77
C 5.35134 4.23826 -0.45688 -0.0069 -0.0243 -0.0071 -0.84
C 5.03772 5.36996 0.24887 -0.0049 0.0107 0.0041 -0.53
C 3.72592 5.54728 0.71342 0.0034 -0.0051 -0.0021 -0.65
C 2.75754 4.60428 0.47198 -0.0140 -0.0053 -0.0002 -0.53
C 3.05515 3.43855 -0.26133 0.0503 -0.0061 -0.0072 0.58
H -3.01270 0.00979 2.87885 0.0048 0.0098 0.0022 0.39
H -3.70520 -0.59747 1.34320 -0.0056 0.0011 -0.0038 0.40
H -2.22801 -1.33585 2.01243 -0.0076 0.0019 -0.0102 -0.12
H -4.27777 1.64610 1.80990 0.0027 0.0146 -0.0105 0.43
H -4.81547 3.98656 1.27487 -0.0008 -0.0020 -0.0022 0.39
H -3.17791 5.40407 0.07773 0.0018 -0.0005 0.0022 0.38
H -0.98096 4.44530 -0.58610 -0.0029 -0.0132 0.0111 0.47
H 4.00094 0.24349 -2.29333 -0.0014 -0.0011 -0.0014 0.43
H 5.70944 1.95641 -1.81474 -0.0036 -0.0022 -0.0016 0.35
H 6.35914 4.07660 -0.82156 -0.0028 0.0030 0.0013 0.37
H 5.79212 6.11897 0.45035 -0.0005 -0.0052 0.0001 0.39
H 3.47315 6.43712 1.27613 0.0013 -0.0016 0.0011 0.40
H 1.75458 4.74579 0.84842 0.0071 -0.0045 -0.0111 0.43
Br 1.15753 -0.86976 1.50007 -0.0533 0.0897 -0.0866 -0.49
O -1.21552 -3.07992 0.00942 -0.0299 0.0770 -0.0343 -0.59
S -0.74563 -3.84853 1.20924 0.0694 -0.1224 0.0532 0.46
C 0.99179 -4.31550 0.86712 -0.0114 -0.0132 -0.0119 -0.53
C 1.03508 -5.75514 0.34330 -0.0113 -0.0042 0.0047 -0.64
C -0.36839 -6.10231 -0.14926 0.0031 -0.0235 0.0074 -0.55
C -1.29562 -5.55559 0.92404 0.0001 0.0457 -0.0041 -0.80
H 1.57961 -4.14963 1.76828 -0.0087 0.0033 -0.0053 0.42
H 1.30169 -3.57656 0.12989 -0.0093 -0.0138 0.0114 0.23
H 1.31270 -6.43562 1.15126 0.0004 0.0014 0.0035 0.27
H 1.78382 -5.86077 -0.44144 0.0018 0.0028 0.0013 0.32
H -0.50109 -7.17508 -0.29280 -0.0028 0.0036 -0.0091 0.36
H -0.57911 -5.60307 -1.09653 -0.0033 0.0049 0.0022 0.27
H -1.18711 -6.09589 1.86856 0.0045 0.0083 -0.0007 0.38
H -2.34868 -5.50818 0.65193 0.0011 0.0075 0.0050 0.39
```
Positions in Å, forces in eV/Å.

Calculated values
M: 580.1 g mol⁻¹
maximum force: 0.22 eV/Å
E_HOMO: -7.63 eV
DFT total energy: -4334.598935 Ha
HOMO-LUMO gap: 0.2610 Ha
energy above the lowest of the compared OMol25 structures with the same formula, charge and spin: 0.012 eV
net charge: 0

=====

Record 2
Below is a molecular structure, C28H60BrNbO11 at a distorted geometry, with properties calculated with the ωB97M-V functional and the def2-TZVPD basis.

Geometry as XYZ:
```
101
Properties=species:S:1:pos:R:3:forces:R:3:mulliken_charge:R:1
C 0.13424 -1.94796 3.84304 0.3977 -0.1370 -0.2650 -1.12
C -0.28048 -2.03575 2.36155 0.1935 0.2858 0.1148 0.16
C -1.49094 -1.16079 1.93021 0.0107 -0.5146 0.1480 -0.52
C -2.59670 -0.92043 2.96239 -0.0339 0.3838 -0.8608 -0.47
Nb -4.19727 0.56580 2.37755 -0.4437 0.4037 -1.8850 -1.11
Br -5.96075 2.29051 1.47075 0.0486 0.1329 -0.0642 -0.52
C -3.11590 2.23998 3.53026 -0.1945 0.0059 0.4006 -0.65
C -2.05664 3.00432 2.70055 -0.1603 -0.5366 -0.0386 0.25
C -2.62256 3.98195 1.67821 -0.0877 0.0893 0.0093 -0.80
C -3.54176 5.07609 2.23179 0.0774 0.2143 0.0004 -0.43
C -3.11515 5.73684 3.53642 -0.2216 0.0456 -0.0823 -0.60
O -1.72677 6.06293 3.55246 0.0428 0.0387 -0.0301 -0.35
C -1.08373 5.90874 4.79089 0.0540 0.0915 0.0218 -0.70
C -5.07388 0.17680 4.46827 -0.0341 -0.0739 0.1498 -0.68
C -6.57196 -0.04744 4.60044 0.2219 -0.3283 0.4204 -0.38
O -7.27075 1.23565 4.72529 -0.1301 0.0059 -0.3556 -0.20
C -8.60896 1.16998 4.58239 0.1603 0.1117 0.2926 0.48
O -9.33783 1.03359 5.54063 -0.0199 -0.0537 -0.0338 -0.66
C -9.16001 1.38336 3.19379 -0.3283 0.0250 -0.0879 -0.20
C -9.03107 0.17621 2.26181 0.1378 -0.0513 -0.0087 -0.81
C -5.55321 -1.17372 1.77941 -0.3632 -1.2118 1.9947 0.79
O -5.73538 -2.18301 2.49756 -0.1995 0.2554 -0.3932 -0.71
O -5.79413 -1.00556 0.57204 0.7599 0.8804 0.0287 -0.67
H -0.19935 -2.82062 4.40615 -0.2232 0.1657 0.1320 0.26
H 1.22780 -1.93395 3.92072 -0.0177 -0.0301 0.0270 0.31
H -0.22976 -1.04066 4.32044 -0.1032 -0.0342 0.0438 0.32
H 0.58595 -1.71353 1.77284 -0.0387 -0.1086 -0.1210 -0.15
H -0.44057 -3.08564 2.09995 -0.1225 -0.0055 0.0386 0.33
H -1.11249 -0.22409 1.51832 -0.0229 0.1118 0.1768 0.12
H -1.96893 -1.66650 1.08603 0.0826 0.1278 -0.1249 0.24
H -3.13514 -1.85430 3.14853 -0.0491 0.0306 0.2247 0.60
H -2.20859 -0.51587 3.90164 -0.0678 -0.0673 0.0818 0.20
H -3.19289 0.70370 0.82998 0.5353 -0.0109 0.0321 0.00
H -3.80875 2.95490 3.99394 -0.0875 -0.1126 -0.0013 0.25
H -2.58461 1.77019 4.37101 -0.1526 -0.0985 0.0044 0.30
H -1.34199 3.50808 3.36234 -0.0232 0.1318 0.0035 0.07
H -1.46952 2.26414 2.14196 0.0460 0.0512 0.0118 -0.03
H -1.81101 4.45986 1.11863 0.0849 -0.0581 0.0888 0.42
H -3.20497 3.40020 0.95900 0.0133 0.0574 -0.0600 0.34
H -4.54287 4.66688 2.38935 0.0036 -0.0186 0.0472 0.04
H -3.65169 5.86547 1.47921 0.0083 -0.0867 -0.0815 0.43
H -3.38022 5.09572 4.38121 0.2446 -0.1037 0.0034 0.33
H -3.67790 6.67519 3.65339 -0.0584 -0.0604 0.0839 0.39
H -1.79470 5.78464 5.61274 -0.0147 -0.0308 -0.0090 0.30
H -0.41708 5.03979 4.77613 -0.0527 -0.0399 0.0167 0.24
H -0.48055 6.79879 5.00331 -0.0080 -0.0079 -0.0474 0.27
H -4.80423 0.98103 5.16869 0.0215 -0.0443 0.0441 0.45
H -4.61623 -0.73714 4.86553 0.0957 -0.0198 -0.1133 0.31
H -6.81079 -0.60377 5.51969 -0.1039 0.0802 0.0038 0.20
H -6.97107 -0.61790 3.76542 -0.0171 0.0877 -0.0319 0.22
H -10.21978 1.61120 3.33479 0.0227 0.0254 -0.0057 0.31
H -8.67771 2.25163 2.74304 0.1720 -0.0557 0.0250 0.24
H -9.61097 0.35564 1.35453 -0.0210 -0.0076 0.0069 0.33
H -9.40760 -0.73032 2.74069 -0.0334 0.0077 -0.0222 0.35
H -8.00441 -0.00784 1.95049 0.0306 0.0599 0.0229 -0.04
C 4.81328 -2.69131 -2.33149 0.0886 0.0558 -0.0647 -0.82
O 5.09814 -1.68912 -1.38273 -0.0482 -0.1523 0.1898 -0.32
C 3.96984 -0.91954 -0.99351 0.0308 0.1079 -0.1512 -0.57
C 3.87828 -0.72646 0.50264 -0.0336 0.1269 0.0362 -0.32
O 3.54768 -1.89022 1.23408 -0.0922 -0.0324 0.0859 -0.31
C 4.49955 -2.91805 1.39470 -0.0213 -0.0827 -0.0545 -0.27
C 5.66187 -2.58191 2.30264 0.1484 -0.0975 0.0466 -0.59
O 6.56806 -1.66896 1.70672 -0.1758 0.1384 -0.0784 -0.30
C 7.05250 -0.66934 2.57006 0.0552 -0.0717 -0.0171 -0.77
H 4.72896 -2.27864 -3.34369 -0.0724 -0.0309 -0.0127 0.35
H 5.63842 -3.40436 -2.31373 0.0269 0.0384 -0.0203 0.25
H 3.89048 -3.22738 -2.08629 -0.0136 0.0088 -0.0049 0.36
H 3.04484 -1.38649 -1.34634 0.0076 -0.0345 0.0185 0.34
H 4.04546 0.07317 -1.45597 -0.0911 0.0031 -0.0158 0.37
H 3.03476 -0.05272 0.67224 0.0143 0.0105 0.0263 0.42
H 4.77220 -0.23549 0.89628 0.0881 -0.1275 -0.0880 0.10
H 4.85353 -3.30501 0.43501 0.1044 0.1329 -0.0016 0.05
H 3.94634 -3.72167 1.88825 0.0028 -0.0164 -0.0261 0.40
H 6.19780 -3.51565 2.52385 -0.0502 -0.0112 0.0901 0.39
H 5.27156 -2.18124 3.24451 -0.0096 0.0441 -0.0189 0.34
H 6.26656 -0.29234 3.23247 -0.0059 0.0079 -0.0031 0.36
H 7.40794 0.15572 1.95278 0.0425 -0.0273 -0.0042 0.23
H 7.88569 -1.03557 3.18272 -0.0247 0.0143 0.0511 0.30
C 4.65701 1.42425 -8.00526 0.0382 0.0053 -0.0625 -0.79
O 5.08874 0.14024 -8.39578 -0.1640 -0.1056 0.0859 -0.31
C 5.97595 -0.48616 -7.48837 0.1098 0.0878 -0.0881 -0.55
C 5.61348 -1.93223 -7.22868 0.0896 -0.0668 -0.0108 -0.29
O 4.43477 -2.12808 -6.47316 0.0081 -0.0635 0.1113 -0.36
C 3.17460 -1.86433 -7.06625 -0.0832 0.0799 0.0544 -0.31
C 2.75488 -2.83497 -8.14627 -0.1491 0.0055 -0.1212 -0.59
O 3.50182 -2.66737 -9.33971 0.2512 0.0044 0.1466 -0.30
C 3.86403 -3.86467 -9.98375 -0.0973 0.0521 -0.0491 -0.78
H 5.42095 2.18388 -8.20668 0.0058 0.0162 0.0555 0.31
H 3.76619 1.66097 -8.58582 0.0329 0.0063 -0.0370 0.24
H 4.39538 1.45519 -6.94272 0.0045 0.0022 0.0053 0.37
H 5.99994 0.05215 -6.53474 -0.0482 0.0010 0.0049 0.34
H 6.98840 -0.46629 -7.91458 0.0414 0.0144 0.0896 0.37
H 6.41073 -2.34060 -6.60124 0.0000 -0.0212 -0.0174 0.41
H 5.60291 -2.50741 -8.15788 -0.1065 0.1264 -0.0582 0.07
H 3.10064 -0.83317 -7.41752 0.0779 -0.0534 -0.1275 0.12
H 2.46037 -1.98234 -6.24816 0.0008 0.0286 0.0010 0.40
H 1.69429 -2.65348 -8.36318 -0.0317 -0.0819 0.0628 0.38
H 2.85433 -3.85862 -7.76854 0.0471 -0.0017 -0.0019 0.35
H 4.16327 -4.63517 -9.26496 0.0084 -0.0017 0.0044 0.36
H 4.71343 -3.64684 -10.63133 -0.0365 0.0169 -0.0338 0.23
H 3.04443 -4.25536 -10.59803 -0.0010 -0.0548 0.0258 0.31
```
Positions in Å, forces in eV/Å.

Calculated values
M: 745.6 g mol⁻¹
maximum force: 2.36 eV/Å
E_HOMO: -0.42 eV
DFT total energy: -4561.238445 Ha
HOMO-LUMO gap: 0.1220 Ha
net charge: -2

=====

Record 3
Below is 10 unconnected molecules or ions with the total composition C16H56N4O10 at a distorted geometry, with properties calculated with the ωB97M-V functional and the def2-TZVPD basis.

Geometry as XYZ:
```
86
Properties=species:S:1:pos:R:3:forces:R:3:mulliken_charge:R:1
C 1.75596 2.92720 1.62208 -0.5391 -0.9576 -0.7408 -0.92
O 0.60749 2.49014 0.88935 -0.4293 0.1515 0.7335 -0.52
C 0.10370 3.43646 -0.06007 1.5685 -0.7680 0.3908 -0.93
C -0.88387 2.73519 -0.94012 -0.5161 -0.4590 -2.2723 1.62
C -0.30449 1.78619 -2.00861 1.1853 -0.6153 0.7024 -1.23
N -1.67328 3.69855 -1.72192 -0.6472 0.6276 1.2718 -0.78
H 1.94719 2.19106 2.40244 -0.2618 0.0152 0.1031 0.23
H 1.56868 3.89907 2.07569 0.3743 0.1861 -0.1988 0.33
H 2.58694 2.82582 0.92009 0.3675 0.8388 0.2185 0.34
H -0.26067 4.29538 0.50668 -0.2741 0.1425 -0.4483 0.38
H 0.99910 3.65858 -0.65790 -0.2795 0.8084 -0.2194 0.34
H -1.53725 2.06488 -0.37816 -0.2329 0.5617 0.4792 -0.44
H 0.18732 2.26297 -2.86010 -0.2163 0.4982 0.1012 0.45
H -1.13065 1.18416 -2.38426 0.1227 -0.1499 -0.0595 0.33
H 0.46891 1.12157 -1.60731 -0.3153 -0.2420 0.1576 -0.16
H -2.36299 3.20453 -2.26821 0.0005 0.0610 -0.1194 0.32
H -1.09043 4.24161 -2.34308 0.0941 -0.1339 -0.0947 0.27
C 3.37607 1.35449 -4.06325 0.5099 0.2583 -0.3611 -0.69
O 3.26358 -0.03776 -4.27927 -0.0337 0.3739 0.8587 -0.39
C 2.00095 -0.55730 -3.81910 1.5219 -0.4635 -0.7914 0.06
C 2.06673 -2.10001 -3.76570 -0.0687 0.5246 -1.3459 0.43
C 2.46491 -2.67085 -5.13546 0.3044 0.3471 0.2131 -1.47
N 0.76063 -2.62274 -3.37566 -0.1562 0.3073 0.6940 -0.51
H 4.39701 1.65475 -4.30028 0.0960 -0.2243 -0.0074 0.31
H 3.19077 1.69160 -3.03948 -0.1731 -0.3896 0.2066 0.19
H 2.74797 1.96432 -4.72111 -0.3629 -0.2471 -0.1018 0.31
H 1.79237 -0.17253 -2.81989 -0.3515 0.2026 -0.0969 -0.22
H 1.32248 -0.23890 -4.61630 -0.8262 -0.0789 0.5246 0.29
H 2.84073 -2.43813 -3.07542 -0.1705 0.2602 0.3620 0.13
H 3.24764 -2.06880 -5.59904 0.0841 0.0248 0.1922 0.34
H 1.63210 -2.65566 -5.84037 -0.1419 -0.2684 0.1230 0.33
H 2.87281 -3.66965 -4.98738 -0.3120 -0.1609 -0.2829 0.37
H 0.05749 -2.26885 -4.02021 0.1042 -0.2026 -0.2811 0.30
H 0.49773 -2.13854 -2.51565 -0.1168 -0.3192 0.1967 0.09
C 5.80681 -2.20875 0.71497 -0.3404 -0.0487 -0.7672 -0.78
O 4.62140 -1.76018 0.05433 0.2231 0.5334 0.7040 -0.31
C 3.44714 -2.44032 0.48062 0.2828 0.1213 0.1550 -0.44
C 3.04545 -2.18680 1.95909 0.5403 -0.9816 -0.9618 0.18
C 1.81826 -3.04479 2.28208 0.4748 -0.3382 0.1728 -1.47
N 2.84660 -0.78034 2.23976 0.2664 0.6859 -0.1004 -0.59
H 6.66550 -1.71992 0.25841 -0.1435 0.0588 -0.2144 0.25
H 5.87247 -3.28153 0.51941 0.3033 -0.1468 0.4200 0.35
H 5.85405 -1.97135 1.77915 -0.2512 -0.1544 0.0973 0.28
H 2.68378 -2.16813 -0.24856 -0.2116 0.1460 0.2231 -0.08
H 3.63508 -3.51513 0.38365 -0.1807 -0.1500 0.0463 0.47
H 3.93416 -2.54296 2.49249 -0.3003 -0.2736 0.4396 0.40
H 1.03719 -2.99230 1.52299 -0.1127 0.5100 0.1412 0.15
H 1.44916 -2.81624 3.28231 -0.2709 0.1396 -0.1327 0.37
H 2.08089 -4.10487 2.30048 0.2625 0.0442 0.0384 0.47
H 2.81331 -0.58692 3.23522 -0.1985 -0.2782 0.0493 0.25
H 3.65722 -0.26048 1.91298 -0.0746 -0.0305 -0.2514 0.29
C -3.91566 5.16368 3.86276 0.3768 -0.2478 -0.5404 -0.72
O -3.98618 4.02119 3.04373 -0.1597 -0.9214 0.0726 -0.32
C -3.34065 2.86584 3.60713 -0.6044 0.6963 -0.9394 -0.65
C -3.66758 1.63058 2.78551 0.1522 -0.2158 -1.0081 1.27
C -5.10471 1.15079 2.84259 -0.1053 -0.1938 0.4896 -1.66
N -2.76813 0.55371 3.19640 0.5719 -0.5391 0.4963 -0.82
H -2.88598 5.54170 3.88765 -0.0043 0.1161 0.1115 0.27
H -4.23065 4.95336 4.88889 -0.2049 0.0996 -0.0089 0.31
H -4.55089 5.88992 3.35891 -0.0316 0.1891 0.3795 0.24
H -2.26505 3.02686 3.50108 0.1952 -0.0603 0.6827 0.26
H -3.71197 2.74120 4.62664 0.4681 -0.1252 0.2384 0.38
H -3.39095 1.81777 1.74052 -0.4914 0.6506 -0.1213 -0.17
H -5.41478 0.99558 3.88000 0.1084 -0.0527 0.0607 0.35
H -5.14435 0.17450 2.35588 -0.2130 0.0422 -0.1056 0.37
H -5.85018 1.81240 2.40400 0.2920 0.1517 -0.1930 0.36
H -3.01560 -0.32982 2.76192 -0.5977 0.5013 0.1712 0.34
H -1.86319 0.71474 2.77022 0.3436 0.2681 0.2484 0.26
O -0.91711 -4.47833 -1.08297 -0.0471 -0.2194 0.0821 -0.74
H -0.57243 -4.59907 -1.97590 0.0490 0.1110 0.0302 0.34
H -0.79775 -3.53430 -0.90394 -0.0957 0.2944 -0.0779 0.34
O -3.33595 -1.93356 1.57948 -0.2200 -0.4738 0.2333 -0.61
H -2.80881 -2.13901 2.36062 0.0961 -0.0380 -0.1394 0.24
H -3.81726 -2.75087 1.39009 0.0550 0.0015 -0.1958 0.25
O -3.79462 -3.67958 -1.24032 -0.1345 -0.0087 0.3481 -0.71
H -2.99139 -4.18359 -1.03755 0.1349 0.0717 -0.2191 0.40
H -3.51714 -2.75615 -1.19523 0.0539 -0.0273 -0.1173 0.33
O -3.57891 -0.61477 -0.80965 -0.5958 0.0080 0.7157 -0.70
H -3.69255 -0.85923 0.13843 0.1840 0.1680 -0.5443 0.25
H -4.46147 -0.38562 -1.11970 0.1024 0.0293 -0.1242 0.30
O -1.04322 -1.54774 -0.78060 -0.4107 -0.1792 -0.1776 0.13
H -1.93115 -1.12776 -0.82267 0.8206 -0.3439 -0.1363 0.28
H -0.63130 -1.21701 0.03202 0.2711 0.4209 0.0785 0.12
O 0.41626 -0.09734 1.14690 0.0969 0.1090 -0.0099 -0.46
H 0.48520 0.87127 0.95137 -0.2050 -0.8204 0.0826 0.53
H 1.31395 -0.35915 1.47336 -0.4282 0.1911 -0.0295 0.32
```
Positions in Å, forces in eV/Å.

Calculated values
M: 464.6 g mol⁻¹
maximum force: 2.37 eV/Å
E_HOMO: -9.12 eV
DFT total energy: -1614.556166 Ha
structure (SMILES): COC[C@H](C)N.COC[C@H](C)N.COC[C@H](C)N.COC[C@H](C)N.O.O.O.O.O.O
HOMO-LUMO gap: 0.3495 Ha
energy above the lowest of the compared OMol25 structures with the same formula, charge and spin: 0.359 eV
net charge: 0